C48H68N6O4P3SeSn | ωB97M-V with the def2-TZVPD basis set

Calculated values
net charge	-1
highest occupied orbital energy	-3.63	eV
LUMO energy	0.078	hartree
HOMO-LUMO gap	0.211	Eh

Last column: Mulliken charge in e.
Cartesian coordinates (Å):
1 Sn 1.1385 0.5402 0.2356  1.532
2 C 1.9079 -4.5191 3.4282  -0.483
3 C 0.4017 -4.6929 3.1923  -1.512
4 P -0.4708 -3.1626 2.5689  1.327
5 C -0.6500 -2.3239 4.1904  0.253
6 C -1.4142 -2.7999 5.2571  -0.193
7 C -1.4460 -2.1131 6.4603  -0.763
8 C -0.7045 -0.9457 6.6166  -0.598
9 C 0.0714 -0.4752 5.5689  -0.508
10 C 0.0956 -1.1610 4.3591  -0.773
11 C -2.1444 -3.8722 2.2751  0.575
12 C -3.3130 -3.2522 2.7176  -0.489
13 C -4.5629 -3.7269 2.3426  -0.762
14 C -4.6725 -4.8358 1.5171  -0.493
15 C -3.5192 -5.4592 1.0600  -0.759
16 C -2.2729 -4.9733 1.4245  -0.598
17 C 2.7678 -4.4136 2.1625  -1.646
18 P 2.8489 -2.7096 1.4027  1.588
19 C 3.6012 -3.2418 -0.1987  0.515
20 C 4.9303 -3.0927 -0.5827  -0.410
21 C 5.3560 -3.5092 -1.8386  -0.630
22 C 4.4627 -4.0771 -2.7334  -0.595
23 C 3.1348 -4.2411 -2.3608  -0.664
24 C 2.7171 -3.8268 -1.1078  -0.244
25 C 4.2887 -1.9846 2.2791  0.944
26 C 4.8569 -0.8328 1.7258  -1.268
27 C 5.9248 -0.1988 2.3418  -0.586
28 C 6.4338 -0.6916 3.5366  -0.655
29 C 5.8487 -1.8048 4.1195  -0.643
30 C 4.7834 -2.4460 3.4977  -0.728
31 H 2.2426 -5.3884 4.0022  0.451
32 H 2.0743 -3.6449 4.0662  0.206
33 H -0.0612 -4.9834 4.1387  0.541
34 H 0.2245 -5.5036 2.4822  0.590
35 H -1.9939 -3.7097 5.1456  0.416
36 H -2.0474 -2.4879 7.2800  0.400
37 H -0.7339 -0.4081 7.5566  0.391
38 H 0.6580 0.4277 5.6816  0.515
39 H 0.6976 -0.7876 3.5375  0.491
40 H -3.2484 -2.3870 3.3662  0.449
41 H -5.4543 -3.2213 2.6935  0.419
42 H -5.6469 -5.2049 1.2232  0.379
43 H -3.5903 -6.3213 0.4084  0.401
44 H -1.3871 -5.4485 1.0192  0.199
45 H 2.3833 -5.0960 1.4004  0.663
46 H 3.7952 -4.7227 2.3718  0.634
47 H 5.6446 -2.6470 0.0966  0.318
48 H 6.3951 -3.3831 -2.1177  0.393
49 H 4.7952 -4.3872 -3.7161  0.355
50 H 2.4230 -4.6757 -3.0513  0.423
51 H 1.6784 -3.9650 -0.8203  -0.027
52 H 4.4455 -0.3961 0.8183  0.667
53 H 6.3371 0.6925 1.8849  0.472
54 H 7.2737 -0.2050 4.0173  0.360
55 H 6.2136 -2.1750 5.0702  0.388
56 H 4.3455 -3.3088 3.9810  0.170
57 O 1.1023 3.2737 1.5342  -0.730
58 H 0.4611 3.4210 0.8265  0.302
59 H 1.9378 3.1263 1.0311  0.210
60 O 1.7593 -0.7987 -2.1528  -0.682
61 H 2.6389 -0.4412 -1.9364  0.249
62 H 1.3164 -0.0443 -2.5684  0.083
63 O 2.4060 1.0855 3.0755  -0.473
64 H 3.1858 1.1097 2.4999  0.215
65 H 2.0139 1.9595 2.9421  0.288
66 O -0.8658 -2.1253 -1.0462  -0.656
67 H -0.1572 -2.7673 -0.9362  0.258
68 H -0.3782 -1.3277 -1.2987  -0.034
69 Se 3.3211 1.7843 -0.4189  -0.976
70 N -0.2811 1.4431 -1.0416  -0.986
71 P -0.7038 2.3823 -2.1645  -0.957
72 N 0.3853 3.2810 -3.1013  0.501
73 C 1.0974 4.3410 -2.3517  -0.072
74 C 1.8492 5.2455 -3.3196  -1.078
75 C 2.8510 4.4275 -4.1298  -0.712
76 C 2.1195 3.2950 -4.8439  -1.123
77 C 1.3694 2.4482 -3.8244  -0.050
78 N -1.4832 1.5293 -3.4012  0.885
79 C -1.9340 2.1562 -4.6335  -0.543
80 C -1.7505 1.1758 -5.8094  -0.974
81 C -1.8036 -0.2729 -5.3114  -0.624
82 C -2.8337 -0.3782 -4.1927  -0.905
83 C -2.3678 0.4416 -2.9792  0.846
84 N -1.7060 3.6236 -1.6144  1.261
85 C -2.3459 3.5484 -0.3094  0.054
86 C -3.8656 3.5129 -0.4382  -0.044
87 C -4.3588 4.7186 -1.2352  -1.148
88 C -3.6518 4.7920 -2.5870  -0.541
89 C -2.1355 4.7661 -2.4015  -0.882
90 H 1.8118 3.8883 -1.6519  -0.130
91 H 0.3742 4.9178 -1.7774  0.482
92 H 2.3612 6.0258 -2.7508  0.382
93 H 1.1361 5.7309 -3.9965  0.309
94 H 3.5849 3.9943 -3.4426  0.274
95 H 3.3868 5.0590 -4.8434  0.447
96 H 2.8224 2.6632 -5.3929  0.366
97 H 1.4037 3.7113 -5.5624  0.331
98 H 2.0964 2.0360 -3.1100  -0.128
99 H 0.8434 1.6282 -4.3153  0.358
100 H -1.3565 3.0623 -4.8022  0.202
101 H -2.9933 2.4447 -4.5573  0.292
102 H -0.7997 1.3628 -6.3144  0.351
103 H -2.5456 1.3459 -6.5415  0.431
104 H -0.8276 -0.5666 -4.9174  0.145
105 H -2.0420 -0.9515 -6.1329  0.478
106 H -2.9811 -1.4153 -3.8882  0.491
107 H -3.7964 -0.0077 -4.5599  0.359
108 H -1.8175 -0.1886 -2.2873  -0.645
109 H -3.2438 0.8314 -2.4344  -0.301
110 H -2.0677 4.4345 0.2843  0.287
111 H -1.9652 2.6634 0.1997  -0.575
112 H -4.3273 3.4997 0.5523  0.077
113 H -4.1517 2.5882 -0.9519  0.068
114 H -4.1411 5.6305 -0.6668  0.351
115 H -5.4417 4.6726 -1.3721  0.458
116 H -3.9397 5.7023 -3.1208  0.391
117 H -3.9508 3.9365 -3.1998  0.140
118 H -1.8367 5.6922 -1.8842  0.584
119 H -1.6211 4.7520 -3.3607  0.296
120 N -6.3813 2.3930 2.9620  -0.605
121 C -5.3321 1.9925 2.7184  -0.061
122 C -4.0144 1.4886 2.4152  0.311
123 C -3.8198 0.6369 1.3356  -0.218
124 C -2.5387 0.1578 1.1064  -0.221
125 N -1.4977 0.4914 1.8627  0.820
126 C -1.6858 1.3337 2.8729  -0.578
127 C -2.9285 1.8538 3.2031  -0.918
128 H -4.6436 0.3539 0.6948  0.664
129 H -2.3330 -0.5286 0.2909  -0.002
130 H -0.8009 1.6101 3.4362  0.351
131 H -3.0538 2.5212 4.0443  0.529